# C48H108F24N6P4

A cluster of 10 separate species, C48H108F24N6P4 in total in a non-equilibrium geometry (ωB97M-V/def2-TZVPD, the Open Molecules 2025 dataset).

Computed properties:
HOMO level ... -14.572 eV
LUMO ... -4.3 eV
Orbital gap ... 10.3 eV
ΔE to the lowest compared entry with this formula, charge and spin ... 0.0 kJ/mol

ORCA input file:
```
! RIJCOSX wB97M-V def2-TZVPD def2/J DEFGRID3
* xyz 2 1
C 0.55 6.44 -0.67
C 0.82 4.96 -1.10
C 1.37 4.93 -2.55
N 1.50 3.53 -3.17
C 2.76 2.77 -2.56
C 0.26 2.55 -3.30
C 0.19 1.92 -4.71
C 1.36 2.56 -5.51
C 1.78 3.80 -4.70
H -0.18 6.42 0.14
H 0.08 7.00 -1.47
H 1.50 6.87 -0.35
H -0.05 4.30 -1.13
H 1.59 4.48 -0.50
H 2.29 5.47 -2.80
H 0.56 5.31 -3.18
H 2.58 2.55 -1.51
H 3.61 3.46 -2.64
H 2.98 1.91 -3.20
H 0.29 1.86 -2.46
H -0.64 3.15 -3.14
H 0.32 0.85 -4.52
H -0.73 2.06 -5.28
H 2.14 1.79 -5.49
H 1.22 2.67 -6.58
H 2.80 4.15 -4.88
H 1.14 4.64 -4.96
C -0.58 1.93 6.22
C 0.77 1.84 5.63
C 1.69 3.08 5.51
N 2.94 3.06 4.57
C 3.98 2.03 4.99
C 3.68 4.39 4.55
C 4.06 4.61 3.10
C 3.52 3.49 2.20
C 2.53 2.80 3.09
H -1.21 2.71 5.80
H -0.56 2.08 7.30
H -1.13 1.03 5.98
H 0.56 1.42 4.65
H 1.31 1.07 6.19
H 2.01 3.31 6.52
H 1.11 3.90 5.07
H 4.27 2.07 6.04
H 4.90 2.20 4.42
H 3.50 1.08 4.73
H 4.36 4.46 5.40
H 2.86 5.10 4.62
H 5.14 4.61 2.93
H 3.72 5.58 2.73
H 4.29 2.82 1.84
H 3.14 3.96 1.30
H 2.49 1.73 2.93
H 1.50 3.16 3.08
C 1.46 -5.26 1.50
C 2.40 -4.09 1.83
C 3.68 -4.08 0.96
N 4.72 -3.00 1.40
C 5.21 -3.36 2.80
C 4.15 -1.55 1.27
C 5.49 -0.62 0.95
C 6.68 -1.58 0.82
C 6.03 -2.90 0.48
H 0.57 -5.26 2.13
H 1.95 -6.21 1.70
H 1.11 -5.15 0.47
H 2.70 -4.26 2.86
H 1.79 -3.19 1.82
H 3.44 -3.80 -0.07
H 4.28 -4.99 1.06
H 5.96 -2.62 3.06
H 5.54 -4.40 2.77
H 4.51 -3.27 3.63
H 3.44 -1.31 2.07
H 3.57 -1.51 0.35
H 5.74 -0.15 1.91
H 5.38 0.06 0.11
H 7.39 -1.68 1.64
H 7.32 -1.35 -0.03
H 6.67 -3.77 0.61
H 5.61 -2.77 -0.52
C 2.97 -5.37 -2.78
C 1.83 -4.42 -2.73
C 0.70 -4.77 -3.64
N -0.41 -3.67 -3.77
C 0.13 -2.32 -4.49
C -1.67 -4.32 -4.53
C -2.89 -4.03 -3.70
C -2.52 -3.03 -2.59
C -1.06 -3.47 -2.34
H 3.54 -5.27 -1.85
H 3.58 -5.39 -3.69
H 2.48 -6.34 -2.71
H 2.19 -3.42 -3.01
H 1.55 -4.54 -1.68
H 0.33 -5.70 -3.19
H 1.12 -4.86 -4.64
H -0.66 -1.64 -4.80
H 0.72 -2.48 -5.40
H 0.75 -1.97 -3.67
H -1.72 -4.04 -5.58
H -1.54 -5.38 -4.33
H -3.79 -3.67 -4.21
H -3.30 -4.98 -3.36
H -2.49 -1.96 -2.81
H -3.12 -3.17 -1.70
H -0.53 -2.67 -1.83
H -0.96 -4.43 -1.82
C -2.50 4.12 0.22
C -2.97 3.11 -0.84
C -3.93 3.67 -1.89
N -4.35 2.61 -2.91
C -3.23 1.96 -3.65
C -5.39 3.18 -3.85
C -6.33 1.92 -4.31
C -6.44 1.10 -3.07
C -5.19 1.49 -2.22
H -1.93 4.97 -0.15
H -1.88 3.57 0.93
H -3.41 4.57 0.63
H -3.52 2.36 -0.26
H -2.11 2.67 -1.36
H -3.32 4.35 -2.48
H -4.81 4.13 -1.44
H -2.66 2.85 -3.92
H -3.59 1.45 -4.54
H -2.61 1.33 -3.02
H -5.07 3.64 -4.78
H -5.92 3.94 -3.28
H -5.84 1.38 -5.13
H -7.23 2.32 -4.77
H -6.45 0.02 -3.26
H -7.37 1.38 -2.57
H -4.46 0.70 -2.01
H -5.50 1.75 -1.21
C -1.98 -4.28 1.85
C -2.42 -3.11 2.63
C -3.33 -2.14 1.87
N -3.88 -0.95 2.67
C -4.83 -1.60 3.72
C -2.85 -0.02 3.41
C -3.27 1.45 3.11
C -4.66 1.44 2.49
C -4.67 0.03 1.81
H -1.42 -4.97 2.48
H -1.34 -4.06 1.00
H -2.84 -4.83 1.44
H -1.58 -2.48 2.91
H -2.98 -3.37 3.53
H -4.23 -2.59 1.45
H -2.89 -1.64 1.01
H -5.52 -0.88 4.16
H -4.28 -2.04 4.55
H -5.31 -2.44 3.22
H -2.72 -0.28 4.46
H -1.85 -0.24 3.04
H -3.31 2.02 4.03
H -2.53 2.01 2.52
H -5.48 1.43 3.21
H -4.95 2.23 1.80
H -5.66 -0.41 1.67
H -4.17 0.04 0.84
P -6.67 -2.61 -0.72
F -6.50 -3.36 -2.14
F -7.64 -1.50 -1.50
F -7.94 -3.56 -0.41
F -7.03 -1.97 0.71
F -5.76 -3.64 0.04
F -5.30 -1.76 -0.96
P 6.09 0.38 -3.88
F 5.57 1.88 -4.33
F 5.69 0.64 -2.27
F 4.53 -0.10 -4.16
F 6.47 -1.19 -3.46
F 6.48 0.05 -5.41
F 7.59 0.97 -3.53
P -0.08 0.22 0.02
F -1.65 -0.02 0.09
F -0.17 0.64 1.61
F 0.09 -1.26 0.49
F 1.52 0.46 -0.01
F -0.01 -0.24 -1.55
F -0.24 1.74 -0.32
P 1.28 -2.45 5.74
F 0.19 -3.68 5.83
F 0.05 -1.40 5.80
F 1.40 -2.59 7.37
F 2.31 -1.19 5.76
F 2.58 -3.43 5.47
F 1.12 -2.46 4.12
*
```